Below is a cluster of 25 separate species, C38H72Cl49N4 in total in a non-equilibrium geometry, with properties calculated with wB97M-V/def2-TZVPD.

Positions of all 163 atoms, in Å:
C (-1.68567, -0.62487, 1.91270)
C (-3.11516, 0.12467, 1.96476)
Cl (-3.27788, 0.75307, 3.72148)
C (-4.36598, -0.85447, 1.57929)
C (-4.93697, -0.43655, 0.14005)
C (-6.20279, -1.28815, -0.35997)
N (-5.74031, -2.66719, -0.72031)
C (-4.70761, -2.68702, -1.85010)
C (-4.39938, -4.24208, -2.11889)
C (-3.09304, -4.79492, -1.38756)
N (-3.21720, -4.79922, 0.11016)
C (-3.46356, -1.82551, -1.31652)
C (-2.26942, -1.64041, -2.35789)
C (-2.05519, -2.42766, -3.67525)
C (-0.79900, -2.07624, -4.51490)
N (0.20516, -1.09833, -4.21682)
C (-0.03877, -0.35806, -3.02059)
C (-1.21310, -0.52437, -2.02100)
N (-3.92488, -0.41793, -0.96123)
H (-1.83431, -1.77311, 1.89667)
H (-1.05529, -0.29196, 2.81822)
H (-1.06836, -0.37706, 0.98797)
H (-3.16234, 1.03860, 1.26606)
H (-4.01569, -1.94017, 1.63370)
H (-5.16422, -0.64681, 2.36906)
H (-5.31159, 0.65303, 0.24927)
H (-6.90428, -1.41530, 0.55637)
H (-6.78272, -0.81920, -1.22414)
H (-6.53229, -3.31039, -0.91338)
H (-5.22670, -3.03906, 0.11551)
H (-5.24229, -2.17559, -2.74086)
H (-4.38950, -4.38815, -3.26682)
H (-5.31021, -4.86584, -1.75930)
H (-2.99713, -5.90935, -1.70116)
H (-2.11895, -4.28917, -1.69802)
H (-2.30413, -5.16173, 0.44787)
H (-3.93961, -5.48580, 0.37185)
H (-3.02355, -2.28141, -0.34829)
H (-2.79578, -3.22481, -3.99914)
H (-0.64393, -2.70157, -5.47110)
H (0.73253, 0.46068, -2.76100)
H (-1.29704, 0.13186, -1.09714)
H (-4.40113, 0.00018, -1.77353)
C (1.45540, 3.39075, -0.79656)
Cl (0.08881, 2.33426, -0.41484)
Cl (1.97299, 3.18442, -2.47430)
H (1.15453, 4.42254, -0.64294)
H (2.28773, 3.14696, -0.13738)
C (3.70285, -0.93552, -3.71311)
Cl (4.04666, 0.45572, -2.67718)
Cl (4.96703, -1.15239, -4.93172)
H (3.65385, -1.83095, -3.08917)
H (2.74892, -0.77876, -4.21640)
C (-1.65473, 4.08152, 3.83729)
Cl (-1.27026, 5.46530, 4.87185)
Cl (-0.41004, 3.85394, 2.60200)
H (-1.71074, 3.18436, 4.45082)
H (-2.61026, 4.25520, 3.35076)
C (-4.27211, -2.08797, -7.31354)
Cl (-3.23726, -3.47468, -6.95290)
Cl (-4.87022, -1.33604, -5.82923)
H (-3.69617, -1.35312, -7.87475)
H (-5.12065, -2.42421, -7.90768)
C (2.22130, -0.16643, 2.33479)
Cl (1.50444, 1.41231, 2.69719)
Cl (1.27240, -1.06596, 1.13355)
H (3.22330, -0.01354, 1.94641)
H (2.26619, -0.74900, 3.25466)
C (-0.90934, 0.43270, -7.60633)
Cl (-1.48319, -0.40588, -6.15772)
Cl (-0.98714, -0.61946, -9.02622)
H (-1.53347, 1.30848, -7.78036)
H (0.12362, 0.74105, -7.45000)
C (4.13241, 6.03961, 0.68111)
Cl (2.80621, 6.10077, -0.48809)
Cl (4.36819, 4.39800, 1.29398)
H (5.04871, 6.37066, 0.19404)
H (3.89937, 6.69888, 1.51569)
C (5.29325, 4.37457, -2.76647)
Cl (6.05657, 3.41864, -4.04198)
Cl (6.14196, 5.90759, -2.52298)
H (4.26211, 4.58110, -3.04667)
H (5.31618, 3.80631, -1.83697)
C (-0.87540, 3.03236, 7.92178)
Cl (-1.64461, 4.59402, 8.22390)
Cl (-1.76194, 2.10714, 6.70161)
H (0.14107, 3.20022, 7.56840)
H (-0.85449, 2.46308, 8.84992)
C (7.12702, 7.22674, 3.20711)
Cl (5.76344, 6.16851, 3.59288)
Cl (7.63966, 7.01961, 1.52805)
H (6.82629, 8.26052, 3.36007)
H (7.96067, 6.98359, 3.86442)
C (4.16022, -4.61544, -3.84582)
Cl (5.19328, -6.01314, -3.52861)
Cl (3.58478, -3.89133, -2.33702)
H (4.73065, -3.87154, -4.40028)
H (3.30154, -4.93596, -4.43427)
C (-7.26410, 3.14247, 0.77064)
Cl (-8.82463, 2.70389, 1.47384)
Cl (-5.92671, 2.51977, 1.74732)
H (-7.19647, 2.72147, -0.23183)
H (-7.19009, 4.22790, 0.72072)
C (-3.51578, 7.97704, 6.53798)
Cl (-3.41012, 7.67684, 8.27702)
Cl (-3.71196, 9.70113, 6.19801)
H (-2.60254, 7.62389, 6.06181)
H (-4.37152, 7.43898, 6.13855)
C (-4.11482, -7.99700, 2.09901)
Cl (-5.45515, -7.24680, 1.22148)
Cl (-3.26519, -6.81900, 3.10558)
H (-4.50652, -8.78921, 2.73527)
H (-3.41404, -8.41550, 1.37785)
C (-5.12578, 4.14121, 5.30633)
Cl (-5.65922, 4.52922, 6.94532)
Cl (-4.22000, 5.48398, 4.59554)
H (-4.48401, 3.26110, 5.34149)
H (-5.99863, 3.93676, 4.68916)
C (6.01524, -1.33895, -0.21911)
Cl (7.05092, -0.06761, 0.43964)
Cl (4.43941, -1.35853, 0.58347)
H (5.86748, -1.15950, -1.28319)
H (6.49951, -2.30329, -0.07043)
C (8.96613, 5.38749, -5.41512)
Cl (8.12584, 5.14712, -6.95183)
Cl (10.32116, 6.50842, -5.59527)
H (8.26438, 5.79425, -4.68837)
H (9.34464, 4.42812, -5.06542)
C (-0.18616, -4.74987, -9.12745)
Cl (-0.83233, -6.27154, -9.75066)
Cl (-0.03045, -4.79508, -7.36662)
H (0.79595, -4.57643, -9.56484)
H (-0.86094, -3.93989, -9.40159)
C (5.14235, -4.69411, 2.29918)
Cl (5.52205, -3.30098, 3.31715)
Cl (6.38423, -4.94392, 1.06511)
H (5.08166, -5.58373, 2.92472)
H (4.18571, -4.52201, 1.80792)
C (1.01383, -5.76611, -0.47724)
Cl (2.67228, -5.77413, 0.12509)
Cl (-0.13071, -6.23249, 0.78930)
H (0.76715, -4.76332, -0.82494)
H (0.93569, -6.47252, -1.30259)
C (-7.86142, -0.56659, 3.22740)
Cl (-9.30005, -0.23112, 4.19283)
Cl (-7.95329, -2.16884, 2.47759)
H (-7.77704, 0.18679, 2.44441)
H (-6.98461, -0.52802, 3.87305)
C (-1.36795, -2.30169, 5.17486)
Cl (-0.53381, -3.27747, 3.95757)
Cl (-0.55981, -0.74862, 5.41688)
H (-2.39031, -2.12024, 4.84401)
H (-1.37633, -2.84623, 6.11794)
C (7.79281, -8.31443, 2.94546)
Cl (6.39607, -7.96585, 3.97250)
Cl (7.64101, -9.89796, 2.17596)
H (7.86251, -7.55032, 2.17241)
H (8.69319, -8.30330, 3.55789)
C (8.88400, 11.17089, 1.69570)
Cl (8.33212, 10.32527, 3.14574)
Cl (8.75639, 10.14670, 0.25979)
H (8.27127, 12.05946, 1.55130)
H (9.92520, 11.45934, 1.83180)

Calculated values
E_HOMO: -10.938 eV
LUMO: -2.5556 eV
strongest force on any atom: 5.3 eV Å⁻¹
frontier orbital gap: 8.382 eV
charge: +1

=====

Below is a cluster of 11 separate species, C38H72NO11S in total in a non-equilibrium geometry, with properties calculated with wB97M-V/def2-TZVPD.

Positions of all 123 atoms, in Å:
C (4.64477, 0.39168, 2.86345)
C (4.14033, 1.88744, 2.76579)
O (3.84183, 2.33878, 1.43387)
C (2.91536, 1.49531, 0.75306)
C (1.57226, 1.34077, 1.55163)
C (1.19997, 0.05197, 2.11687)
C (-0.06427, -0.01563, 2.89646)
S (-0.54872, -1.58828, 3.65195)
C (-0.86544, 1.24381, 3.04085)
C (-0.38404, 2.48788, 2.41729)
N (0.80827, 2.50133, 1.70628)
H (5.13992, 0.27178, 3.87102)
H (5.37138, 0.20778, 2.02812)
H (3.82598, -0.37509, 2.82278)
H (5.00144, 2.52895, 3.12520)
H (3.30792, 2.06308, 3.51165)
H (3.32017, 0.48152, 0.47608)
H (2.64329, 1.98241, -0.22926)
H (1.89219, -0.80531, 1.94564)
H (-0.31909, -2.59240, 2.73484)
H (-1.81651, 1.23561, 3.62293)
H (-0.96157, 3.44656, 2.48810)
H (1.16144, 3.36516, 1.28105)
C (4.46148, 5.32381, 1.44492)
C (3.86942, 6.65349, 1.82944)
O (2.69516, 6.75794, 2.12754)
C (4.78663, 7.84670, 1.82959)
H (3.68808, 4.56017, 1.48931)
H (4.85063, 5.37012, 0.42509)
H (5.25840, 5.05557, 2.14135)
H (5.19026, 8.00493, 0.82701)
H (5.59846, 7.69210, 2.54286)
H (4.22547, 8.73382, 2.12530)
C (4.61103, 1.85161, -2.94153)
C (3.30820, 1.09681, -2.99391)
O (2.68562, 0.83825, -1.97671)
C (2.80601, 0.67529, -4.34636)
H (4.85098, 2.09128, -1.90392)
H (5.41317, 1.23664, -3.35299)
H (4.52430, 2.78265, -3.50453)
H (3.52960, 0.00813, -4.81917)
H (2.63915, 1.55181, -4.97047)
H (1.86349, 0.14380, -4.23248)
C (-4.30247, -2.92198, 6.82570)
C (-4.84040, -3.19441, 5.44522)
O (-5.92115, -3.71763, 5.28032)
C (-3.98061, -2.79006, 4.27254)
H (-5.02206, -3.26282, 7.56842)
H (-3.36523, -3.46262, 6.97321)
H (-4.14411, -1.84937, 6.95805)
H (-3.02981, -3.32516, 4.30693)
H (-3.80805, -1.71230, 4.29184)
H (-4.49259, -3.04593, 3.34378)
C (2.45400, -3.19610, -0.48114)
C (2.36213, -4.19648, 0.64229)
O (1.33464, -4.34521, 1.27538)
C (3.59437, -5.00453, 0.94976)
H (1.49471, -2.68654, -0.59078)
H (3.22171, -2.45211, -0.25438)
H (2.68723, -3.70779, -1.41799)
H (4.41228, -4.34092, 1.23763)
H (3.87854, -5.59532, 0.07699)
H (3.38501, -5.68192, 1.77821)
C (-8.58185, -8.23519, 4.15013)
C (-9.14835, -6.89474, 4.54592)
O (-10.31780, -6.76774, 4.84064)
C (-8.20316, -5.72157, 4.56027)
H (-9.37231, -8.98577, 4.18381)
H (-8.18758, -8.18692, 3.13318)
H (-7.79275, -8.52588, 4.84631)
H (-7.79248, -5.56242, 3.56144)
H (-7.39792, -5.90060, 5.27403)
H (-8.74445, -4.82509, 4.86256)
C (-6.95880, -3.10040, 11.21951)
C (-5.47692, -3.12285, 10.94964)
O (-5.03773, -3.44999, 9.86645)
C (-4.56180, -2.72309, 12.07796)
H (-7.49444, -3.41030, 10.32162)
H (-7.20020, -3.79295, 12.02800)
H (-7.27356, -2.08906, 11.48383)
H (-4.69756, -3.39901, 12.92425)
H (-4.77089, -1.69512, 12.38014)
H (-3.52600, -2.78574, 11.74266)
C (-1.18456, 0.74533, -5.41074)
C (-0.19761, 1.25498, -6.43128)
O (0.98151, 0.96365, -6.36791)
C (-0.73043, 2.13623, -7.52830)
H (-0.66317, 0.12380, -4.68058)
H (-1.64687, 1.58534, -4.88901)
H (-1.94910, 0.14107, -5.90228)
H (-1.17269, 3.03772, -7.09873)
H (-1.47407, 1.59409, -8.11325)
H (0.08525, 2.42728, -8.18594)
C (2.35206, 6.99300, -1.31266)
C (3.33235, 7.51096, -2.33301)
O (4.51117, 7.23065, -2.26938)
C (2.79174, 8.38816, -3.43175)
H (2.88215, 6.37855, -0.58606)
H (1.88311, 7.82849, -0.78958)
H (1.59289, 6.38009, -1.80330)
H (2.34153, 9.28583, -3.00367)
H (2.05181, 7.83849, -4.01684)
H (3.60781, 8.68604, -4.09055)
C (0.83713, -5.33001, -5.32663)
C (1.43899, -4.49532, -4.22743)
O (2.40381, -4.88150, -3.59778)
C (0.79615, -3.16126, -3.94036)
H (1.39858, -6.25967, -5.42298)
H (-0.20014, -5.57044, -5.08568)
H (0.88803, -4.79011, -6.27408)
H (-0.24287, -3.30607, -3.63773)
H (0.84605, -2.52572, -4.82699)
H (1.33299, -2.67071, -3.12777)
C (0.99342, 2.93222, -11.91252)
C (-0.17927, 2.19127, -11.32509)
O (-0.73812, 2.58710, -10.32237)
C (-0.63089, 0.93960, -12.03152)
H (1.20796, 3.81072, -11.30308)
H (1.87451, 2.28769, -11.92069)
H (0.75678, 3.25885, -12.92679)
H (0.17868, 0.20731, -12.04491)
H (-0.93904, 1.17843, -13.05106)
H (-1.48151, 0.51147, -11.50010)

Calculated values
E_HOMO: -10.177 eV
LUMO: -4.2045 eV
strongest force on any atom: 3.4 eV Å⁻¹
frontier orbital gap: 5.972 eV
charge: +1

=====

Below is a cluster of 7 separate species, C38H73BIN3O15S8 in total in a non-equilibrium geometry, with properties calculated with wB97M-V/def2-TZVPD.

Positions of all 139 atoms, in Å:
C (3.22113, 4.96511, -3.67444)
C (2.56888, 4.78332, -2.28634)
B (1.64755, 3.51064, -2.18003)
O (2.26791, 2.36879, -2.60792)
C (0.09312, 3.59332, -1.63636)
N (-0.80454, 4.05906, -2.73056)
C (-1.12478, 5.49340, -2.80360)
C (-0.19413, 6.39623, -3.56768)
O (-2.12545, 5.91685, -2.32244)
C (-0.95715, 3.48197, -4.01365)
C (0.13345, 2.82313, -4.82696)
O (-2.02669, 3.63833, -4.55494)
O (0.03937, 4.78625, -0.77857)
S (0.71839, 4.84802, 0.63961)
O (2.13972, 4.80707, 0.61486)
O (0.13233, 5.97900, 1.28289)
C (0.04116, 3.40105, 1.43960)
S (0.95158, 3.18148, 2.97744)
C (-0.18505, 2.10577, 0.59705)
C (-1.29665, 1.31146, 1.36764)
C (-0.97579, -0.12317, 1.82194)
C (-0.23616, -0.27651, 3.14290)
C (-0.19154, -1.76772, 3.54123)
C (1.18710, -2.34379, 3.32831)
O (2.09197, -1.79547, 4.30167)
C (3.34823, -1.56100, 3.82778)
C (4.43748, -2.32951, 4.51579)
O (3.55136, -0.78177, 2.94186)
O (0.96826, 1.22762, 0.69577)
C (2.13312, 1.68960, 0.39256)
N (3.17740, 2.08076, 0.11268)
C (-0.60818, 2.35897, -0.89095)
C (-0.26271, 1.09584, -1.67509)
C (-0.98297, -0.23375, -1.35866)
C (0.01219, -1.38863, -1.21690)
I (0.27995, -2.47997, -3.02779)
C (-2.11990, 2.67817, -0.95985)
C (-2.98950, 1.98492, -1.79891)
C (-4.33576, 2.32422, -1.81839)
N (-4.89815, 3.27999, -1.09161)
C (-4.06418, 3.97282, -0.31602)
C (-2.70758, 3.70575, -0.22675)
H (4.30136, 5.00454, -3.57718)
H (2.92717, 5.91343, -4.11587)
H (3.01254, 4.15375, -4.36360)
H (2.11050, 5.69698, -1.92716)
H (3.36549, 4.55108, -1.57819)
H (1.71555, 1.77482, -3.11675)
H (-0.81569, 7.10505, -4.10013)
H (0.37513, 6.95261, -2.82860)
H (0.46933, 5.86807, -4.24220)
H (-0.15952, 2.86069, -5.86626)
H (1.07458, 3.35879, -4.72777)
H (0.31024, 1.78103, -4.57572)
H (-0.93794, 3.74172, 1.73892)
H (-0.06665, 2.89637, 3.80312)
H (-1.58528, 1.84499, 2.26852)
H (-2.19271, 1.23096, 0.76675)
H (-1.95830, -0.56396, 2.00454)
H (-0.53973, -0.74296, 1.04324)
H (0.78220, 0.09221, 3.07355)
H (-0.78570, 0.28315, 3.89711)
H (-0.53890, -1.93258, 4.55778)
H (-0.85336, -2.32343, 2.87498)
H (1.53314, -2.05612, 2.33749)
H (1.16108, -3.43105, 3.40184)
H (4.93863, -1.69371, 5.23597)
H (3.99514, -3.16811, 5.04658)
H (5.14607, -2.71801, 3.79648)
H (0.79392, 0.89013, -1.57239)
H (-0.38862, 1.28752, -2.73501)
H (-1.68400, -0.22212, -0.53253)
H (-1.58445, -0.48972, -2.22535)
H (0.96854, -1.07935, -0.80983)
H (-0.41034, -2.10103, -0.51482)
H (-2.64520, 1.20742, -2.45191)
H (-4.99006, 1.76966, -2.47982)
H (-4.48695, 4.78210, 0.26065)
H (-2.13692, 4.36382, 0.40275)
C (-1.88975, -5.74322, 1.43277)
S (-2.64009, -4.12068, 1.32626)
O (-1.52042, -3.13065, 1.30293)
C (-3.29843, -4.10228, 3.00319)
H (-1.38078, -5.93192, 0.49082)
H (-1.17439, -5.75242, 2.25608)
H (-2.66745, -6.48831, 1.57990)
H (-2.48797, -4.23669, 3.72037)
H (-4.03435, -4.89927, 3.10954)
H (-3.77467, -3.13668, 3.16369)
C (-6.40811, -7.40422, -1.12615)
S (-5.72948, -5.82769, -0.59787)
O (-4.26471, -6.02486, -0.42957)
C (-6.45917, -5.84996, 1.04419)
H (-6.03541, -7.60515, -2.12788)
H (-6.07973, -8.18895, -0.44479)
H (-7.49605, -7.34144, -1.14520)
H (-6.13013, -6.74159, 1.57925)
H (-7.54519, -5.83514, 0.95693)
H (-6.12530, -4.95643, 1.56751)
C (6.26284, -0.61472, 8.84957)
S (7.08867, -0.22188, 7.30211)
O (7.18824, -1.48733, 6.53094)
C (8.70413, 0.08421, 8.02570)
H (5.23425, -0.88237, 8.61779)
H (6.76560, -1.45548, 9.32748)
H (6.27668, 0.26047, 9.49906)
H (9.03777, -0.80508, 8.56030)
H (8.64172, 0.93761, 8.70073)
H (9.39306, 0.30827, 7.21455)
C (4.33877, -4.26865, -5.00694)
S (2.81053, -3.40468, -5.38096)
O (1.73768, -4.43082, -5.50127)
C (3.26189, -2.92790, -7.05278)
H (4.24643, -4.69025, -4.00831)
H (4.49430, -5.06600, -5.73375)
H (5.16576, -3.55957, -5.03109)
H (3.48943, -3.81693, -7.64034)
H (4.12312, -2.26075, -7.01270)
H (2.41399, -2.41019, -7.49679)
C (-0.65954, -4.33625, -7.38510)
S (-0.65226, -4.29209, -9.17422)
O (0.63351, -3.65930, -9.57962)
C (-1.92519, -3.03486, -9.34817)
H (0.10728, -5.03228, -7.05902)
H (-0.42994, -3.34374, -6.99902)
H (-1.63516, -4.66847, -7.02790)
H (-1.61643, -2.13128, -8.82240)
H (-2.86329, -3.41292, -8.94213)
H (-2.04396, -2.82272, -10.40850)
C (-3.62137, 3.74031, 7.40918)
S (-2.88308, 4.23304, 5.84777)
O (-2.63515, 2.98902, 5.06595)
C (-1.30016, 4.72885, 6.53552)
H (-4.61599, 3.35344, 7.19915)
H (-3.01188, 2.96400, 7.87164)
H (-3.69604, 4.61007, 8.06148)
H (-0.85214, 3.88497, 7.06059)
H (-1.44740, 5.56912, 7.21367)
H (-0.66022, 5.03433, 5.70952)

Calculated values
E_HOMO: -8.687 eV
LUMO: 0.2536 eV
strongest force on any atom: 1.7 eV Å⁻¹
frontier orbital gap: 8.940 eV
energy above the lowest of the compared OMol25 structures with the same formula, charge and spin: 0.0 kcal/mol